# 1
Formula: C27H46F4N4O8S4
Source: the Open Molecules 2025 dataset
Level of theory: ωB97M-V/def2-TZVPD

Properties
LUMO = 0.51 eV
charge = 0
2S+1 = 1
HOMO energy = -9.36 eV

Bonds (Å) are listed after each position.
Atoms and positions in Å:
1 C 0.46 3.83 -2.06  N2 1.478, H20 1.089, H21 1.093, H22 1.091
2 N -0.88 3.22 -1.92  C1 1.478, C3 1.468, H23 1.012
3 C -0.85 1.89 -1.29  N2 1.468, C4 1.561, H24 1.091, H25 1.091
4 C -1.04 0.75 -2.34  C3 1.561, C5 1.481, C7 1.566, C14 1.546
5 C -2.43 0.26 -2.21  C4 1.481, N6 1.147
6 N -3.52 -0.12 -2.17  C5 1.147
7 C -0.11 -0.47 -2.03  C4 1.566, C8 1.482, N10 1.444, H26 1.094
8 C -0.58 -1.11 -0.77  C7 1.482, N9 1.146
9 N -0.95 -1.59 0.20  C8 1.146
10 N 1.25 -0.01 -1.87  C7 1.444, C11 1.277
11 C 2.13 -0.36 -2.73  N10 1.277, C12 1.514, C13 1.501
12 C 2.18 -1.72 -3.39  C11 1.514, H27 1.090, H28 1.090, H29 1.093
13 C 3.24 0.59 -3.08  C11 1.501, H30 1.091, H31 1.089, H32 1.094
14 C -0.90 1.19 -3.81  C4 1.546, F15 1.340, F16 1.367, C17 1.562
15 F 0.27 1.79 -4.04  C14 1.340
16 F -0.87 0.05 -4.57  C14 1.367
17 C -2.09 2.06 -4.33  C14 1.562, F18 1.351, F19 1.349, H33 1.088
18 F -1.58 3.10 -5.02  C17 1.351
19 F -2.84 1.34 -5.19  C17 1.349
20 H 1.22 3.06 -2.09  C1 1.089
21 H 0.51 4.36 -3.01  C1 1.093
22 H 0.67 4.56 -1.27  C1 1.091
23 H -1.39 3.81 -1.27  N2 1.012
24 H 0.06 1.74 -0.71  C3 1.091
25 H -1.68 1.84 -0.59  C3 1.091
26 H -0.23 -1.24 -2.80  C7 1.094
27 H 2.12 -2.50 -2.64  C12 1.090
28 H 3.13 -1.83 -3.92  C12 1.090
29 H 1.37 -1.85 -4.12  C12 1.093
30 H 3.26 0.68 -4.17  C13 1.091
31 H 3.03 1.55 -2.60  C13 1.089
32 H 4.19 0.22 -2.70  C13 1.094
33 H -2.70 2.48 -3.53  C17 1.088
34 C -6.34 0.92 -4.51  C35 1.535, C40 1.525, H41 1.089, H42 1.092
35 C -7.79 1.26 -4.14  C34 1.535, C36 1.535, H43 1.092, H44 1.089
36 C -7.76 2.64 -3.46  C35 1.535, S37 1.801, H45 1.087, H46 1.088
37 S -6.34 3.51 -4.14  C36 1.801, O38 1.444, O39 1.441, C40 1.784
38 O -5.38 3.72 -3.09  S37 1.444
39 O -6.79 4.60 -4.97  S37 1.441
40 C -5.76 2.17 -5.17  C34 1.525, S37 1.784, H47 1.082, H48 1.090
41 H -6.28 0.06 -5.18  C34 1.089
42 H -5.77 0.68 -3.61  C34 1.092
43 H -8.40 1.31 -5.05  C35 1.092
44 H -8.23 0.51 -3.49  C35 1.089
45 H -8.66 3.22 -3.67  C36 1.087
46 H -7.61 2.56 -2.39  C36 1.088
47 H -4.68 2.18 -5.19  C40 1.082
48 H -6.17 2.31 -6.17  C40 1.090
49 C -1.04 -2.69 4.58  C50 1.532, C55 1.528, H56 1.089, H57 1.092
50 C -2.48 -2.50 5.06  C49 1.532, C51 1.533, H58 1.092, H59 1.088
51 C -2.55 -1.14 5.78  C50 1.533, S52 1.800, H60 1.087, H61 1.089
52 S -1.28 -0.12 5.02  C51 1.800, O53 1.442, O54 1.443, C55 1.788
53 O -0.28 0.19 6.01  S52 1.442
54 O -1.90 0.94 4.26  S52 1.443
55 C -0.65 -1.37 3.91  C49 1.528, S52 1.788, H62 1.088, H63 1.090
56 H -0.97 -3.52 3.88  C49 1.089
57 H -0.37 -2.89 5.41  C49 1.092
58 H -3.16 -2.49 4.20  C50 1.092
59 H -2.80 -3.30 5.72  C50 1.088
60 H -3.51 -0.65 5.66  C51 1.087
61 H -2.31 -1.23 6.84  C51 1.089
62 H 0.42 -1.24 3.79  C55 1.088
63 H -1.16 -1.25 2.96  C55 1.090
64 C 7.57 2.84 -4.35  C65 1.535, C70 1.525, H71 1.089, H72 1.092
65 C 8.96 2.40 -3.86  C64 1.535, C66 1.534, H73 1.092, H74 1.089
66 C 8.78 1.05 -3.15  C65 1.534, S67 1.799, H75 1.087, H76 1.088
67 S 7.36 0.26 -3.92  C66 1.799, O68 1.444, O69 1.439, C70 1.791
68 O 6.31 0.13 -2.94  S67 1.444
69 O 7.79 -0.89 -4.69  S67 1.439
70 C 6.96 1.61 -5.02  C64 1.525, S67 1.791, H77 1.088, H78 1.090
71 H 7.63 3.68 -5.04  C64 1.089
72 H 6.95 3.14 -3.50  C64 1.092
73 H 9.63 2.29 -4.71  C65 1.092
74 H 9.40 3.13 -3.19  C65 1.089
75 H 9.65 0.40 -3.28  C66 1.087
76 H 8.56 1.16 -2.10  C66 1.088
77 H 5.88 1.66 -5.14  C70 1.088
78 H 7.43 1.40 -5.98  C70 1.090
79 C 1.25 -4.77 10.06  C80 1.535, C85 1.525, H86 1.089, H87 1.092
80 C -0.07 -4.25 10.66  C79 1.535, C81 1.534, H88 1.092, H89 1.089
81 C -0.71 -3.32 9.62  C80 1.534, S82 1.799, H90 1.087, H91 1.088
82 S -0.15 -3.90 8.01  C81 1.799, O83 1.439, O84 1.442, C85 1.790
83 O 0.68 -2.88 7.42  S82 1.439
84 O -1.25 -4.49 7.30  S82 1.442
85 C 0.92 -5.20 8.63  C79 1.525, S82 1.790, H92 1.087, H93 1.090
86 H 1.66 -5.59 10.64  C79 1.089
87 H 1.99 -3.96 10.04  C79 1.092
88 H -0.73 -5.10 10.86  C80 1.092
89 H 0.09 -3.73 11.60  C80 1.089
90 H -1.80 -3.37 9.64  C81 1.087
91 H -0.38 -2.29 9.73  C81 1.088
92 H 1.79 -5.29 7.98  C85 1.087
93 H 0.34 -6.13 8.62  C85 1.090

***

# 2
Formula: C2H6O3
Source: the Open Molecules 2025 dataset
Level of theory: ωB97M-V/def2-TZVPD

Properties
LUMO = 0.80 eV
charge = 0
2S+1 = 1
HOMO energy = -10.55 eV
energy relative to the best compared isomer or geometry (same formula, charge and spin) = 1.128 eV

Bonds (Å) are listed after each position.
Atoms and positions in Å:
1 C -1.69 0.26 0.50  O4 1.321, O5 1.197, H8 1.098
2 C 1.56 -0.24 -0.37  O3 1.410, H9 1.092, H10 1.095, H11 1.088
3 O 0.93 0.29 0.76  C2 1.410, H7 0.965
4 O -1.77 -0.94 -0.05  C1 1.321, H6 0.973
5 O -1.70 1.29 -0.10  C1 1.197
6 H -1.79 -0.88 -1.02  O4 0.973
7 H 0.92 1.26 0.69  O3 0.965
8 H -1.65 0.17 1.59  C1 1.098
9 H 2.62 0.05 -0.42  C2 1.092
10 H 1.07 0.07 -1.30  C2 1.095
11 H 1.50 -1.33 -0.28  C2 1.088